[1]
The following is a DFT calculation (ωB97M-V with the def2-TZVPD basis set) of a structure of composition C24H34N6O5PdS3 in a non-equilibrium geometry.

As for the total energy: -2961.5152 a.u. The HOMO energy (alpha / beta) comes out at -13.444 / -13.356 eV. As for the total charge: +2. For the molar mass, the calculation gives 689.2 g/mol. For the LUMO energy (alpha / beta), the calculation gives -0.34086 / -0.34280 Eh. Its orbital gap (alpha / beta) is 4.2 / 4.0 eV.

```
73
Properties=species:S:1:pos:R:3:forces:R:3:lowdin_charge:R:1
Pd 0.453 0.824 0.048 -3.5 0.7 1.6 0.895
C 0.450 3.928 -0.629 -0.5 0.2 0.1 -0.171
C -0.894 3.930 0.111 0.4 0.0 -0.2 -0.166
N -1.286 2.550 0.434 -0.5 0.0 -0.3 -0.094
C -1.832 2.356 1.777 0.0 0.0 -0.2 -0.245
C -0.761 2.371 2.871 0.2 -0.4 0.0 -0.366
S 0.663 1.253 2.556 0.1 0.4 -0.5 0.970
C 2.047 2.454 2.399 -0.3 0.0 -0.1 -0.400
C 1.847 3.563 1.368 0.2 -0.2 0.5 -0.230
N 1.394 3.057 0.069 0.4 -1.0 -0.6 -0.124
H 0.830 4.957 -0.694 0.0 -0.1 -0.1 0.135
H 0.318 3.541 -1.644 0.0 0.1 0.2 0.130
H -1.642 4.424 -0.516 0.0 0.0 0.1 0.136
H -0.812 4.501 1.038 -0.1 0.0 -0.1 0.113
H -1.954 2.227 -0.263 0.2 0.0 0.2 0.101
H -2.338 1.389 1.805 0.0 0.1 -0.1 0.099
H -2.573 3.132 2.021 0.1 -0.1 0.0 0.138
H -1.207 2.012 3.798 0.0 0.1 0.0 0.093
H -0.362 3.366 3.042 0.0 0.0 0.0 0.078
H 2.902 1.832 2.136 0.0 0.0 0.1 0.060
H 2.219 2.885 3.386 0.1 0.0 0.0 0.094
H 2.806 4.087 1.266 -0.1 0.1 0.0 0.138
H 1.129 4.295 1.741 0.1 -0.1 -0.1 0.107
H 2.201 2.867 -0.526 -0.2 0.2 0.2 0.113
O 4.879 -2.762 0.066 0.2 -0.7 -0.1 0.078
C 5.517 -1.593 0.071 0.4 0.4 0.0 -0.233
C 6.913 -1.519 0.109 0.0 -0.1 0.0 0.014
C 7.561 -0.304 0.122 -0.2 -0.2 0.0 -0.012
C 6.832 0.887 0.095 -0.4 0.2 0.0 -0.039
C 5.461 0.840 0.051 0.4 0.2 0.0 0.002
C 4.774 -0.384 0.040 -0.6 -0.8 0.0 -0.063
C 3.323 -0.361 -0.036 0.9 4.8 -0.4 -0.350
O 2.688 0.726 -0.064 1.6 -1.7 0.0 -0.072
N 2.680 -1.535 -0.080 -4.0 -4.3 -0.4 0.170
N 1.417 -1.547 -0.359 3.7 3.9 -0.2 0.005
C 0.772 -2.689 -0.286 -1.1 -4.1 0.4 -0.799
S -0.642 -2.955 -1.235 1.2 -0.1 0.6 1.167
C -0.797 -4.726 -0.800 0.1 0.2 -0.2 -0.399
C -0.247 -4.896 0.594 0.2 0.2 0.1 -0.437
S 1.350 -4.006 0.691 -0.7 0.8 -0.4 1.104
H 5.503 -3.505 0.069 0.0 0.3 0.0 0.141
H 7.485 -2.437 0.121 0.0 -0.1 0.0 0.129
H 8.638 -0.269 0.159 0.1 -0.1 0.0 0.127
H 7.342 1.836 0.103 0.1 0.1 0.0 0.119
H 4.878 1.748 0.016 0.0 0.1 0.0 0.117
H -0.237 -5.301 -1.538 0.0 0.0 -0.1 0.102
H -1.852 -4.991 -0.857 0.0 0.1 0.0 0.108
H -0.088 -5.943 0.842 0.1 0.0 0.0 0.106
H -0.892 -4.441 1.347 0.0 0.0 0.0 0.089
C -3.553 -0.830 -3.695 0.2 0.0 0.1 -0.062
C -3.549 -1.699 -2.449 -0.1 0.1 0.1 -0.180
C -3.344 -0.978 -1.096 -0.1 -0.1 -0.2 -0.298
C -4.372 0.175 -0.878 -0.2 -0.1 0.0 -0.149
C -5.826 -0.252 -1.047 0.1 0.1 0.1 -0.055
C -3.592 -2.013 0.000 0.2 0.2 -0.1 -0.420
O -4.438 -2.862 -0.071 -0.2 -0.3 -0.1 0.131
N -2.802 -1.939 1.139 -0.1 -0.2 0.4 0.217
C -1.685 -1.151 1.298 0.3 0.1 0.2 -0.607
O -1.006 -1.143 2.305 -0.3 -0.5 0.3 0.024
N -1.343 -0.400 0.225 2.2 1.2 0.0 0.038
C -1.984 -0.316 -0.951 0.0 0.4 -0.3 -0.535
O -1.441 0.391 -1.801 -0.4 -0.3 -0.4 0.020
H -3.546 -1.481 -4.566 -0.1 0.0 -0.1 0.087
H -2.670 -0.198 -3.737 0.0 0.1 -0.1 0.070
H -4.440 -0.207 -3.751 -0.1 0.1 0.0 0.078
H -2.764 -2.454 -2.549 -0.2 -0.1 -0.1 0.068
H -4.499 -2.235 -2.374 0.2 0.0 0.0 0.123
H -4.144 0.962 -1.598 0.1 0.0 0.0 0.125
H -4.226 0.577 0.131 0.0 0.1 0.0 0.120
H -6.046 -0.488 -2.083 -0.1 0.0 -0.1 0.080
H -6.476 0.565 -0.744 -0.1 0.0 0.0 0.089
H -6.062 -1.122 -0.440 -0.1 0.0 0.0 0.080
H -3.044 -2.571 1.898 0.0 0.2 -0.1 0.178
```
Positions in Å, forces in eV/Å.



[2]
The following is a DFT calculation (ωB97M-V with the def2-TZVPD basis set) of a structure of composition C24H35AlCl3N4OPSiTe in a non-equilibrium geometry.

As for the total energy: -3751.4422 a.u. The HOMO energy comes out at -14.269 eV. The calculation puts the energy above the lowest of the compared OMol25 structures with the same formula, charge and spin at 81.5 kJ/mol. As for the total charge: +2. For the molar mass, the calculation gives 715.6 g/mol. For the LUMO energy, the calculation gives -0.23590 Eh. Its orbital gap is 7.9 eV.

```
71
Properties=species:S:1:pos:R:3:forces:R:3:lowdin_charge:R:1
Al -0.092 0.155 -0.467 -1.0 1.1 0.9 -0.612
Cl 1.472 -2.695 0.791 0.4 -0.3 0.5 0.355
Si 0.617 -2.246 -0.975 0.2 0.3 -0.3 -0.104
Cl 1.595 -3.271 -2.383 0.0 -0.2 -0.3 0.346
Cl 1.932 0.400 -1.042 0.8 -0.5 -0.2 0.420
C -4.310 -0.452 3.160 0.0 -0.2 0.2 -0.065
N -3.311 0.038 2.220 0.0 -0.6 -1.0 -0.289
C -3.065 1.466 2.328 0.3 0.2 -0.1 -0.078
P -2.934 -0.828 0.869 0.2 0.1 -0.3 0.653
O -1.554 -0.309 0.388 -0.2 -0.3 0.5 -0.303
N -3.997 -0.661 -0.371 0.4 -0.1 0.9 -0.291
C -5.209 0.134 -0.341 -0.2 0.2 0.0 -0.056
C -3.747 -1.421 -1.580 0.0 -0.1 -0.2 -0.074
N -2.768 -2.445 1.150 -0.4 1.0 0.1 -0.289
C -3.908 -3.353 1.113 -0.2 -0.2 -0.2 -0.083
C -1.694 -2.899 2.014 0.3 0.0 0.1 -0.109
H -3.916 -0.377 4.173 0.0 0.0 0.1 0.101
H -4.553 -1.492 2.954 0.0 -0.1 0.1 0.075
H -5.227 0.135 3.103 0.0 0.0 -0.1 0.095
H -2.546 1.673 3.265 0.0 0.1 0.0 0.098
H -3.999 2.029 2.315 -0.1 0.0 0.0 0.095
H -2.443 1.799 1.499 0.0 0.1 0.1 0.072
H -5.254 0.704 0.584 -0.1 0.0 0.0 0.073
H -6.103 -0.491 -0.411 0.1 0.0 0.0 0.101
H -5.210 0.836 -1.178 0.0 0.0 0.0 0.092
H -2.749 -1.855 -1.518 0.0 -0.1 -0.2 0.069
H -3.798 -0.765 -2.452 0.0 0.0 0.1 0.073
H -4.479 -2.223 -1.702 0.0 0.0 0.0 0.102
H -4.794 -2.846 0.745 -0.1 0.0 -0.1 0.081
H -4.118 -3.749 2.108 0.0 0.0 0.0 0.094
H -3.690 -4.192 0.452 0.0 -0.1 0.0 0.100
H -0.903 -2.156 2.028 0.1 -0.1 0.1 0.029
H -1.288 -3.833 1.629 0.0 -0.1 0.0 0.089
H -2.041 -3.068 3.035 -0.1 0.0 0.1 0.100
Te -0.906 1.716 -2.451 -0.3 0.1 -1.5 1.574
C 0.539 1.240 -3.944 -0.1 0.2 0.3 -0.504
C 1.322 2.277 -4.426 -0.2 0.2 0.2 -0.129
C 2.251 2.024 -5.422 0.0 0.0 -0.1 -0.052
C 2.378 0.748 -5.945 0.0 0.0 0.1 -0.046
C 1.599 -0.285 -5.449 0.0 -0.1 0.0 -0.056
C 0.685 -0.048 -4.435 -0.2 -0.1 0.1 -0.160
C -2.627 1.495 -3.734 0.2 0.0 0.4 -0.461
C -3.485 2.585 -3.793 0.2 0.2 0.4 -0.146
C -4.530 2.592 -4.702 -0.1 0.0 -0.1 -0.059
C -4.710 1.521 -5.561 0.0 0.0 0.1 -0.048
C -3.848 0.440 -5.500 0.1 -0.1 0.0 -0.055
C -2.806 0.416 -4.586 0.3 -0.1 0.1 -0.140
H 1.208 3.279 -4.033 0.0 0.0 0.0 0.101
H 2.869 2.825 -5.795 0.0 0.1 0.0 0.118
H 3.096 0.556 -6.727 0.0 0.0 -0.1 0.119
H 1.707 -1.280 -5.853 0.0 -0.1 0.0 0.116
H 0.091 -0.863 -4.035 0.0 0.0 -0.1 0.079
H -3.325 3.434 -3.141 -0.1 0.1 0.0 0.095
H -5.190 3.443 -4.757 -0.1 0.1 0.0 0.117
H -5.514 1.534 -6.280 -0.1 0.0 -0.1 0.119
H -3.976 -0.389 -6.177 0.0 -0.1 -0.1 0.117
H -2.131 -0.429 -4.555 0.0 0.0 -0.1 0.096
C 1.763 4.642 3.696 0.1 0.2 0.2 -0.017
C 1.220 3.619 2.772 -0.2 -0.4 -0.5 -0.225
C 0.907 2.318 3.171 0.0 0.1 -0.1 0.022
C 0.423 1.406 2.256 -0.1 -0.1 0.1 -0.097
N 0.233 1.700 0.963 -0.1 -0.4 -0.4 -0.045
C 0.529 2.946 0.570 0.1 0.3 -0.2 -0.141
C 1.005 3.915 1.423 0.0 -0.1 0.1 0.022
H 1.944 4.237 4.687 0.0 0.0 0.1 0.091
H 1.070 5.479 3.778 -0.1 0.0 0.0 0.104
H 2.695 5.048 3.303 0.0 0.0 0.0 0.104
H 1.059 2.017 4.195 0.0 -0.1 0.1 0.127
H 0.175 0.394 2.555 0.0 0.0 0.1 0.123
H 0.385 3.170 -0.482 0.1 0.0 0.2 0.046
H 1.229 4.898 1.041 0.0 0.1 -0.1 0.133
```
Positions in Å, forces in eV/Å.



[3]
The following is a DFT calculation (ωB97M-V with the def2-TZVPD basis set) of a structure of composition C24H35BrN2OP2SV in a non-equilibrium geometry.

As for the total energy: -5719.2174 a.u. The HOMO energy (alpha / beta) comes out at -6.514 / -5.952 eV. The calculation puts the energy above the lowest of the compared OMol25 structures with the same formula, charge and spin at 8.5 kJ/mol. As for the total charge: 0. For the molar mass, the calculation gives 592.4 g/mol. For the LUMO energy (alpha / beta), the calculation gives 0.00473 / 0.00628 Eh. Its orbital gap (alpha / beta) is 6.6 / 6.1 eV. The spin multiplicity is 2.

```
67
Properties=species:S:1:pos:R:3:forces:R:3:lowdin_charge:R:1
V -0.591 -0.918 -0.174 0.2 -0.2 0.6 0.163
C 5.008 -0.817 -2.025 0.0 -0.1 -0.1 -0.078
C 4.612 -0.270 -0.667 -0.1 0.2 0.1 -0.253
N 3.658 0.840 -0.772 0.7 -0.2 -0.2 -0.124
C 4.271 2.174 -0.884 -0.1 -0.2 -0.1 -0.207
C 4.403 2.856 0.463 0.0 0.1 0.1 -0.073
C 2.345 0.662 -0.745 -0.8 0.5 0.6 -0.629
S 1.713 -0.952 -0.646 0.4 0.2 -0.3 0.726
N 1.647 1.838 -0.711 0.7 -0.7 -0.2 0.117
C 0.348 1.924 -0.637 -1.1 0.2 -0.1 -0.415
O -0.544 1.016 -0.550 0.3 0.7 -0.3 -0.189
C -0.207 3.330 -0.657 0.3 -0.3 0.1 -0.128
C -1.575 3.526 -0.528 -0.1 0.1 0.0 -0.019
C -2.104 4.810 -0.531 0.1 -0.1 0.0 -0.075
C -1.261 5.905 -0.662 0.0 0.0 0.0 -0.089
C 0.110 5.714 -0.788 0.0 -0.1 0.0 -0.079
C 0.634 4.429 -0.784 0.0 0.1 0.0 -0.027
H 5.753 -1.606 -1.913 0.0 0.0 0.0 0.077
H 5.438 -0.040 -2.660 0.0 0.0 0.0 0.073
H 4.137 -1.235 -2.530 0.0 0.0 0.0 0.062
H 5.479 0.124 -0.133 0.0 0.0 0.0 0.118
H 4.175 -1.047 -0.046 0.0 0.0 0.0 0.075
H 3.683 2.775 -1.570 -0.1 0.0 0.0 0.108
H 5.250 2.013 -1.338 0.0 0.0 0.0 0.114
H 3.418 3.016 0.902 0.0 0.0 0.0 0.069
H 4.897 3.823 0.352 0.0 0.0 0.0 0.076
H 4.996 2.258 1.158 0.0 0.0 0.0 0.074
H -2.213 2.662 -0.418 0.0 0.0 0.0 0.092
H -3.171 4.955 -0.428 0.0 0.0 0.0 0.102
H -1.669 6.908 -0.663 0.0 0.0 0.0 0.101
H 0.771 6.565 -0.887 0.0 0.0 0.0 0.101
H 1.700 4.264 -0.877 0.0 0.0 0.0 0.098
C -3.934 0.176 -1.335 -0.1 0.0 -0.1 -0.253
P -2.994 -1.024 -0.325 -0.3 0.0 0.1 0.801
C -3.980 -1.008 1.218 0.0 0.0 0.0 -0.245
C -3.548 -2.619 -1.086 0.0 0.0 0.0 -0.403
C -2.641 -3.761 -0.623 0.0 0.0 0.0 -0.397
P -0.878 -3.225 -0.754 0.0 -0.1 -0.3 0.735
C -0.526 -3.422 -2.548 -0.1 -0.1 0.0 -0.256
C -0.002 -4.686 -0.092 0.0 -0.1 0.0 -0.254
H -4.991 -0.096 -1.380 0.0 0.0 0.0 0.046
H -3.534 0.215 -2.348 0.0 0.0 0.0 0.045
H -3.848 1.172 -0.903 0.0 0.0 0.0 0.027
H -5.038 -1.205 1.028 0.0 0.0 0.0 0.044
H -3.873 -0.034 1.698 0.0 0.0 0.0 0.051
H -3.590 -1.745 1.920 0.0 0.0 0.0 0.031
H -3.462 -2.496 -2.170 0.0 0.0 0.0 0.076
H -4.600 -2.814 -0.866 0.0 0.0 0.0 0.082
H -2.797 -4.676 -1.202 0.0 0.0 0.0 0.082
H -2.837 -4.007 0.425 0.0 0.0 0.0 0.078
H -0.847 -4.401 -2.911 0.0 0.0 0.0 0.046
H 0.546 -3.315 -2.712 0.0 0.0 0.0 0.035
H -1.027 -2.645 -3.124 0.0 0.0 0.0 0.036
H -0.305 -5.594 -0.619 0.0 0.0 0.0 0.045
H -0.205 -4.807 0.972 0.0 0.0 0.0 0.033
H 1.073 -4.547 -0.209 0.0 0.0 0.0 0.044
Br -0.572 -0.991 6.637 0.0 0.0 0.2 0.702
C -0.628 -0.994 4.745 0.0 0.1 -0.1 -0.716
C -0.925 -2.163 4.073 0.0 0.1 -0.1 -0.147
C -0.973 -2.140 2.680 0.0 0.0 -0.1 -0.150
C -0.711 -0.997 1.903 -0.2 -0.3 0.6 -0.263
C -0.406 0.151 2.659 0.0 0.1 -0.2 -0.115
C -0.372 0.176 4.047 0.0 -0.1 0.0 -0.141
H -1.123 -3.072 4.626 0.0 0.0 0.0 0.094
H -1.238 -3.080 2.198 0.0 0.0 -0.1 0.063
H -0.185 1.086 2.150 0.0 0.0 0.0 0.089
H -0.142 1.089 4.581 0.0 0.0 0.0 0.095
```
Positions in Å, forces in eV/Å.



[4]
The following is a DFT calculation (ωB97M-V with the def2-TZVPD basis set) of a structure of composition C24H35Cl2N2O4PS4SbSe4Ti.

As for the total energy: -14896.1955 a.u. The HOMO energy comes out at -5.436 eV. The calculation puts the energy above the lowest of the compared OMol25 structures with the same formula, charge and spin at 127.7 kJ/mol. As for the total charge: -1. For the molar mass, the calculation gives 1131.2 g/mol. For the LUMO energy, the calculation gives 0.06823 Eh. Its orbital gap is 7.3 eV.

```
78
Properties=species:S:1:pos:R:3:forces:R:3:lowdin_charge:R:1
Ti -2.329 0.001 2.279 -0.6 -0.1 0.4 0.430
S -0.534 -3.793 5.152 0.0 0.0 0.0 -0.148
Sb 0.154 -2.640 3.376 0.0 0.0 0.0 0.090
S -1.761 -2.491 1.734 0.0 0.1 -0.1 -0.024
S -0.268 -0.234 3.808 0.1 0.0 -0.1 0.488
S 1.987 -3.026 2.166 0.0 0.0 0.0 -0.097
Se -4.752 0.133 1.341 0.0 0.0 0.1 0.116
Se -4.726 -1.648 -0.115 0.0 0.0 0.0 -0.061
Se -4.965 -3.534 1.317 0.0 0.0 0.0 0.029
Se -3.548 -2.866 3.012 0.1 -0.1 -0.1 0.138
O -2.654 0.585 4.004 0.0 0.0 0.0 -0.388
N -1.983 -0.624 4.092 0.1 0.1 -0.1 -0.691
C 1.313 -1.857 -4.153 0.0 0.0 0.0 -0.114
C 1.088 -1.797 -2.642 0.0 0.0 0.0 -0.555
C 2.147 -2.614 -1.896 0.0 0.0 0.0 -0.139
P -0.570 -2.196 -1.886 0.1 0.0 0.0 1.085
C -0.766 -4.041 -2.035 0.0 0.0 0.0 -0.548
C -0.336 -4.772 -3.307 0.0 0.0 0.0 -0.114
C -2.210 -4.395 -1.669 0.0 0.0 0.0 -0.138
C -1.843 -1.441 -3.014 0.0 0.0 0.0 -0.550
C -2.108 -2.026 -4.401 0.0 0.0 0.0 -0.111
C -1.565 0.064 -3.084 0.0 0.0 0.0 -0.125
H 2.356 -1.608 -4.375 0.0 0.0 0.0 0.076
H 0.688 -1.142 -4.688 0.0 0.0 0.0 0.051
H 1.117 -2.846 -4.565 0.0 0.0 0.0 0.057
H 1.223 -0.749 -2.345 0.0 0.0 0.0 0.075
H 2.139 -3.657 -2.219 0.0 0.0 0.0 0.065
H 1.989 -2.605 -0.815 0.0 0.0 0.0 0.021
H 3.145 -2.216 -2.094 0.0 0.0 0.0 0.080
H -0.133 -4.403 -1.216 0.0 0.0 0.0 0.099
H -0.894 -4.439 -4.183 0.0 0.0 0.0 0.058
H -0.520 -5.844 -3.188 0.0 0.0 0.0 0.076
H 0.725 -4.646 -3.517 0.0 0.0 0.0 0.047
H -2.908 -4.081 -2.450 0.0 0.0 0.0 0.067
H -2.518 -3.922 -0.737 0.0 0.0 0.0 0.000
H -2.316 -5.476 -1.549 0.0 0.0 0.0 0.081
H -2.758 -1.563 -2.426 0.0 0.0 0.0 0.049
H -1.215 -2.058 -5.023 0.0 0.0 0.0 0.056
H -2.850 -1.410 -4.920 0.0 0.0 0.0 0.075
H -2.512 -3.037 -4.344 0.0 0.0 0.0 0.052
H -0.678 0.279 -3.687 0.0 0.0 0.0 0.064
H -1.407 0.472 -2.085 0.0 0.0 0.0 0.045
H -2.410 0.583 -3.543 0.0 0.0 0.0 0.079
Cl 2.663 1.596 3.264 0.0 -0.1 0.1 0.788
C 1.972 2.922 4.125 0.1 0.0 0.0 -0.579
C 2.460 3.210 5.390 0.0 0.0 0.0 -0.104
C 1.880 4.215 6.145 0.0 0.0 0.0 -0.085
C 0.815 4.937 5.632 0.0 0.0 0.0 -0.114
C 0.361 4.659 4.356 0.0 0.0 0.0 -0.571
Cl -0.968 5.585 3.727 0.0 0.0 0.0 0.706
C 0.923 3.653 3.559 -0.1 0.1 0.0 -0.290
N 0.383 3.372 2.305 0.0 0.0 0.1 0.088
C 1.051 3.443 1.093 0.0 0.0 0.0 -0.204
C 2.393 3.811 1.021 0.1 0.0 0.0 -0.056
C 3.056 3.831 -0.196 0.0 0.0 0.0 -0.098
C 2.395 3.488 -1.363 0.0 0.0 0.0 -0.105
C 1.046 3.166 -1.296 0.0 0.0 0.0 -0.045
C 0.355 3.159 -0.095 0.0 0.0 0.0 -0.147
C -1.143 2.950 -0.095 0.0 0.0 0.0 -0.020
C -1.628 1.813 0.765 0.1 0.0 -0.1 -0.620
O -2.154 2.058 1.898 0.1 -0.1 -0.1 -0.118
O -1.520 0.610 0.411 0.0 -0.1 0.0 -0.112
H 3.273 2.615 5.781 0.0 0.0 0.0 0.103
H 2.249 4.427 7.139 0.0 0.0 0.0 0.104
H 0.337 5.718 6.206 0.0 0.0 0.0 0.101
H -0.625 3.293 2.288 0.0 0.0 0.0 0.090
H 2.923 4.078 1.928 0.0 0.0 -0.1 0.100
H 4.103 4.109 -0.222 0.0 0.0 0.0 0.101
H 2.912 3.484 -2.313 0.0 0.0 0.0 0.094
H 0.503 2.924 -2.203 0.0 0.0 0.0 0.109
H -1.475 2.759 -1.116 0.0 0.0 0.0 0.123
H -1.644 3.853 0.265 0.0 0.0 0.0 0.138
C 2.532 0.058 0.235 0.0 -0.1 0.0 -0.195
O 1.208 0.066 0.730 0.0 0.1 -0.1 -0.193
H 2.570 0.163 -0.854 0.0 0.0 0.0 0.068
H 3.064 -0.854 0.527 0.0 0.0 0.0 0.038
H 3.044 0.919 0.663 0.0 0.0 0.0 0.037
H 0.651 -0.509 0.188 0.0 0.0 0.1 0.023
```
Positions in Å, forces in eV/Å.